Record 1
# C27H50IN3O6

3 unconnected molecules or ions with the total composition C27H50IN3O6 (ωB97M-V with the def2-TZVPD basis set, the Open Molecules 2025 dataset).

Each line ends with the Löwdin charge.
Atoms and positions in Å:
H: -4.14953 0.30820 -6.25171  0.068
H: 5.70371 3.81526 2.49733  0.109
C: -4.48008 1.22406 -4.28347  -0.248
H: -2.53214 -1.66332 -0.51729  0.055
C: 5.93893 -0.99818 3.13212  -0.234
C: 0.42741 1.05202 2.85012  -0.093
O: 2.80080 2.34764 3.97698  0.163
H: -1.58772 -2.83945 2.27935  0.097
C: -5.15804 -4.46535 2.74280  -0.090
H: 5.30048 2.43067 3.51016  0.105
N: 1.43955 0.80577 -0.79851  -0.031
C: -2.18430 -4.19509 0.71504  -0.080
N: -3.14801 1.78682 -4.13130  -0.194
I: 4.90874 4.40274 -0.50529  1.004
H: -5.10993 -4.18208 3.79528  0.080
H: -5.71935 -2.54765 2.02810  0.118
H: -2.31726 1.61764 -6.08106  0.099
H: -0.11007 -0.98964 3.05299  0.115
H: -4.36230 -0.69188 1.71674  0.112
C: -1.67356 -0.30241 -4.06098  -0.076
H: 6.43447 -0.94362 4.10844  0.127
C: 0.47137 -0.38565 2.33433  -0.245
H: -2.62954 -0.80475 1.74146  0.097
H: -1.48255 -5.01092 0.90261  0.073
H: -5.16710 2.03811 -4.52978  0.099
H: -3.68900 4.23458 -5.27243  0.079
C: -4.91627 -3.26523 1.83875  -0.273
C: 3.83405 2.93689 1.98056  -0.183
H: -1.34431 1.59332 -3.12972  0.097
C: 2.08627 3.57460 0.42476  -0.413
C: 1.36191 2.02051 2.16063  -0.073
H: -4.38437 3.01538 -6.35529  0.063
C: 7.19975 1.05194 2.39839  -0.179
H: 7.07371 1.25629 3.46783  0.102
H: -2.92775 3.87543 -6.82458  0.072
O: 1.50696 -0.22236 -1.36320  0.073
H: -5.73642 0.00838 -5.55441  0.071
H: 5.15673 -2.62288 0.75513  0.091
H: -3.64964 -0.31357 -0.49319  0.060
O: 1.78795 -0.93245 2.30355  -0.064
H: 1.77078 -1.59962 1.60672  0.079
H: -5.02026 -3.58676 0.79179  0.100
H: -4.27732 -1.95931 -0.57350  0.071
H: -1.63087 2.86381 -5.04524  0.119
H: -0.39650 3.24725 -0.33258  0.131
C: 5.25975 2.81025 2.48530  -0.154
H: -4.44043 -5.26740 2.56404  0.064
H: -3.08601 -4.63385 0.28585  0.069
C: -3.45149 3.43407 -5.97478  -0.092
C: -0.11933 2.29818 0.13672  -0.073
C: 2.67158 2.42051 2.80876  -0.285
H: -4.34480 -0.85817 -4.93672  0.053
O: 1.72619 4.40926 -0.33598  0.087
C: -3.49834 -1.33498 -0.13459  -0.085
C: 4.67358 -2.38895 1.71478  -0.116
C: -4.67477 0.10752 -5.31681  -0.084
N: -3.64758 -2.59958 2.08093  -0.193
H: 0.00856 -0.53473 1.34649  0.110
H: 8.20840 1.29425 2.04841  0.103
O: 0.20548 1.40383 -0.97040  -0.077
H: -2.41350 -1.10242 -4.05760  0.055
H: -0.59417 1.42818 2.70758  0.119
H: 6.59659 -0.59890 1.08062  0.102
C: 3.53472 3.51448 0.83476  -0.530
H: 0.58306 1.04139 3.93392  0.127
H: 5.07108 -0.31650 3.16506  0.119
H: -6.15106 -4.87421 2.54862  0.073
H: -2.64567 0.69340 -2.42390  0.093
H: -4.82444 0.86863 -3.30800  0.111
H: -1.35671 -0.12675 -5.08969  0.068
H: 5.49786 1.27592 0.99369  0.105
H: 4.15709 -1.42733 1.57338  0.069
C: -2.46263 -3.44405 2.02328  -0.242
H: 6.74684 2.51531 0.87199  0.050
H: 3.90271 -3.11974 1.98487  0.089
C: -2.20332 0.96679 -3.38661  -0.248
C: 1.11364 2.57813 0.99085  -0.101
C: 6.17817 1.90930 1.57907  -0.212
H: -1.72524 -3.55038 -0.03328  0.052
H: 7.88095 -1.05902 2.20672  0.112
H: -0.93198 1.86887 0.72235  0.117
H: -0.80498 -0.67394 -3.51176  0.062
C: 6.96755 -0.46174 2.10226  -0.176
O: 5.59560 -2.32446 2.78600  -0.177
C: -3.52918 -1.32391 1.39208  -0.248
H: -2.52415 -4.17956 2.82937  0.102
C: -2.56899 2.37713 -5.32601  -0.274

Atoms 1-6, force components in eV/Å:
0.0 0.0 0.0
-0.2 -0.1 0.2
-0.2 0.1 -0.1
0.0 -0.1 0.0
1.0 0.4 -1.2
0.0 0.2 0.0

Frontier orbital gap, hartree: 0.2618
Net charge: 0
Structure (SMILES): COCCCCCC1=C(I)C(=O)C(CON=O)=C(CCO)C1=O.CCN(CC)CC.CCN(CC)CC


Record 2
# C3H6O3Tl

A molecular structure, C3H6O3Tl (ωB97M-V with the def2-TZVPD basis set, the Open Molecules 2025 dataset).

Each line ends with the Mulliken spin population.
Atoms and positions in Å:
O: -0.80465 -1.01006 -0.64963  0.039
H: 0.33996 2.02012 -1.14374  0.026
H: -0.96875 3.08151 -0.51006  0.000
C: -0.38483 -2.34587 -0.33563  -0.004
H: -0.52823 -2.63726 0.71025  0.001
H: 0.68789 -2.33582 -0.53799  0.013
Tl: 2.59705 0.19406 0.60921  0.546
H: -0.91439 -3.04806 -0.98844  0.000
H: 0.31566 2.44376 0.58425  0.012
O: 0.58459 -0.12518 0.79218  0.216
O: -1.09294 1.05184 -0.08827  0.163
C: -0.48416 -0.06347 0.19038  -0.017
C: -0.30958 2.23395 -0.29170  0.005

Atoms 1-6, force components in eV/Å:
-1.6 0.4 1.7
0.1 0.1 -0.3
0.0 -0.5 0.1
0.8 -1.1 0.0
-0.3 0.4 -0.2
0.0 -0.5 -0.2

Frontier orbital gap (spin up / spin down), hartree: 0.4047 / 0.1781
Net charge: +2
Energy relative to the best compared isomer or geometry (same formula, charge and spin), kcal per mole: 0.00
2S+1: 2


Record 3
# C15H35ClN5O5Zn

A molecular structure, C15H35ClN5O5Zn (ωB97M-V with the def2-TZVPD basis set, the Open Molecules 2025 dataset).

Each line ends with the Löwdin charge.
Atoms and positions in Å:
H: -1.87515 6.45008 -2.51466  0.086
H: 1.34408 -0.97771 7.44544  0.082
H: 7.81492 -0.89655 -2.89999  0.146
C: 2.18975 -0.90686 6.76141  -0.002
H: -5.14517 0.19470 4.92350  0.082
H: 1.32211 5.22751 -1.01504  0.080
H: 7.58251 1.40797 -1.90525  0.086
O: -0.33468 3.10200 -1.16053  -0.010
C: -4.65568 0.01300 3.96670  -0.062
H: -2.48291 -4.96123 -5.79465  0.077
O: 4.96770 -1.03834 -2.10282  0.085
C: -4.45353 -1.67838 -5.16017  -0.052
H: 0.49513 5.62885 -2.52593  0.077
H: -4.78591 0.89489 3.33947  0.086
H: 5.06369 -2.10581 -4.16587  0.089
H: 7.84395 0.23478 -0.51036  0.085
H: -3.30360 5.42617 -2.95251  0.082
H: -5.14485 -3.01993 0.82044  0.076
H: -5.07974 -4.08513 2.24866  0.082
H: -3.85121 -3.14839 -6.49069  0.135
H: -5.48513 -1.76084 -5.50237  0.082
H: 6.35767 0.92505 -0.81088  0.086
H: 2.75187 3.15930 7.24066  0.087
Zn: 0.84695 -1.65081 -0.10599  0.991
O: -3.44935 -1.72353 2.09708  0.062
H: 0.04377 6.30242 -1.01199  0.073
C: -5.33567 -3.08764 1.89146  0.001
C: 5.98620 -1.13464 -2.65901  -0.698
H: 2.14576 -1.84275 6.20439  0.079
H: -6.38174 -2.78585 1.94390  0.069
C: 2.58190 2.11996 7.52172  -0.064
C: 2.27351 0.25686 5.79313  -0.535
H: -4.17625 -0.62524 -5.20572  0.083
N: -1.99046 4.52676 -1.57791  0.014
H: -3.30226 6.15131 -1.47732  0.081
C: 6.10232 -2.05816 -3.83862  0.014
H: 1.67241 2.11449 8.12247  0.088
H: 3.12212 -0.92256 7.32578  0.082
C: -2.59317 5.70411 -2.17396  -0.071
C: -2.30390 -2.98345 -5.13264  -0.519
H: -4.54891 -1.97019 -4.11429  0.079
H: -0.75130 -4.63014 -5.13035  0.085
H: -1.47500 -4.05097 -6.71728  0.075
N: -3.46970 -2.66161 -5.69219  0.000
N: 2.47988 1.48125 6.22658  0.004
H: 2.76533 2.11078 5.49015  0.141
N: -5.15686 -1.27884 3.49178  0.004
C: -0.70634 4.23278 -1.48468  -0.547
Cl: 1.41087 -5.76169 0.08553  -0.118
C: 0.34541 5.36488 -1.47903  -0.008
O: 2.19034 0.02738 4.55143  -0.035
H: 6.66650 -1.44081 -4.53769  0.087
C: 7.22236 0.54070 -1.35188  -0.037
C: -4.52284 -1.94447 2.53035  -0.618
H: -2.65993 3.78364 -1.43757  0.147
H: -6.00676 -1.62207 3.91600  0.138
H: -3.61453 -0.18396 4.22226  0.083
H: 6.52755 -3.01312 -3.52988  0.096
C: -1.63662 -4.28657 -5.66539  0.010
N: 7.06157 -0.52326 -2.34033  0.026
O: -1.94556 -2.40277 -4.07802  -0.012
H: 3.44662 1.78266 8.09319  0.086

Atoms 1-6, force components in eV/Å:
-0.1 -0.3 0.0
0.0 0.7 0.1
0.7 1.0 0.6
0.3 -0.4 0.0
-0.1 0.2 -0.1
-0.3 -1.2 -0.2

Frontier orbital gap, hartree: 0.0851
Net charge: +1
Energy relative to the best compared isomer or geometry (same formula, charge and spin), kcal per mole: 294.31


Record 4
# C21H29N5O2

A single C21H29N5O2 molecule (ωB97M-V with the def2-TZVPD basis set, the Open Molecules 2025 dataset).

Each line ends with the Löwdin charge.
Atoms and positions in Å:
O: 5.47703 -1.82249 1.30676  0.041
H: -1.71501 0.94197 2.90870  0.055
H: 1.43010 3.10824 -0.02795  0.133
C: 1.76421 -0.98572 -1.49213  -0.081
H: -3.01001 -1.81677 2.59951  0.121
H: -0.43501 1.28392 -2.76626  0.114
H: -0.23165 -1.78235 0.70741  0.114
H: 0.18869 2.21779 2.00741  0.090
H: -2.51426 0.01780 4.18203  0.075
C: 1.08467 0.23617 -1.64916  -0.138
C: -1.23712 -1.88000 0.28364  -0.242
H: 5.08352 2.96637 0.31575  0.089
N: 3.72856 -1.55243 -0.12092  0.213
C: 0.05238 0.34383 -2.57196  -0.008
H: 5.74504 0.79493 1.19649  0.118
H: 1.85374 1.65897 1.90175  0.077
H: 1.93909 -3.03772 -2.05779  0.121
H: 0.54627 0.57025 1.45686  0.079
C: 1.39427 -2.11905 -2.19987  -0.007
H: -4.04652 -0.20765 0.96869  0.113
C: -3.27240 0.20018 -0.98360  -0.146
H: -3.43622 2.05530 0.11372  0.126
H: -1.17308 -1.62343 -0.77513  0.091
C: 0.87593 1.60727 1.42702  -0.014
H: -1.69928 -3.65228 1.45465  0.069
C: -1.67529 -3.34052 0.41360  -0.063
C: -2.21713 -1.09015 2.36706  -0.248
H: 0.03113 -2.87132 -3.66189  0.104
H: -4.26376 0.26175 -1.43478  0.117
H: 3.47701 3.18553 0.99710  0.082
H: -1.09642 -0.72451 -4.00812  0.110
H: -0.96444 -3.96812 -0.11640  0.074
H: -3.82296 -1.64926 -0.02230  0.116
C: -2.79063 1.61155 -0.65367  -0.154
H: 3.68030 3.07520 -0.75852  0.092
C: 0.34285 -2.01207 -3.08830  -0.085
C: -0.47480 2.39653 -0.58957  -0.493
N: -1.43030 1.56305 -0.16917  0.082
H: -3.45002 0.64336 2.82966  0.065
C: -2.49346 0.21242 3.11289  -0.071
C: 3.90342 1.21054 0.25010  -0.239
H: -2.59738 -0.24631 -1.71440  0.090
H: -2.65931 -3.49929 -0.02086  0.066
C: 4.73082 -1.07359 0.71065  -0.500
H: -2.81601 2.25609 -1.53607  0.122
H: -1.26779 0.74893 0.42354  0.092
C: 2.85101 -0.74061 -0.57888  -0.215
C: 4.84707 0.38965 0.75920  0.060
O: -0.66378 3.32959 -1.34483  0.067
C: -0.30344 -0.79193 -3.27756  -0.080
C: 0.93170 2.13209 -0.01003  -0.202
N: -2.08257 -0.88053 0.92849  -0.219
H: -1.27144 -1.50086 2.72932  0.120
C: -3.36949 -0.68864 0.26100  -0.181
C: 4.03684 2.69901 0.19885  -0.011
N: 2.79525 0.61084 -0.29683  0.047
N: 1.69010 1.22848 -0.88486  0.052

Atoms 1-6, force components in eV/Å:
0.1 0.0 0.1
0.1 0.1 0.0
-0.2 -0.2 0.0
-0.6 0.5 -0.2
0.1 -0.1 0.0
-0.1 0.1 0.0

Frontier orbital gap, hartree: 0.3106
Net charge: 0
Structure (SMILES): CCN(CC)CCCNC(=O)[C@@H](C)n1c2ccccc2c2nc(=O)cc(C)n21
Energy relative to the best compared isomer or geometry (same formula, charge and spin), kcal per mole: 49.69


Record 5
# C2H4BF4Hg

A molecular structure, C2H4BF4Hg (ωB97M-V with the def2-TZVPD basis set, the Open Molecules 2025 dataset).

Each line ends with the Löwdin charge.
Atoms and positions in Å:
F: 0.98078 0.69498 1.67789  0.213
H: -1.81370 0.06576 1.78984  0.105
Hg: 0.52010 -1.71403 -3.36473  1.094
H: 2.07480 0.10960 -0.45423  0.193
H: -1.43172 1.64133 0.66067  0.073
B: -1.29168 0.44944 0.76787  -0.104
F: 0.58157 1.20992 -1.07353  0.122
C: 0.97639 0.06286 -0.54886  -0.238
H: -1.79327 -0.07783 -0.21865  0.101
F: 0.60965 -1.00152 -1.41139  -0.262
C: 0.29055 -0.08948 0.86936  -0.448
F: 0.29651 -1.35102 1.30576  0.152

Atoms 1-6, force components in eV/Å:
-0.2 -0.2 -0.1
1.0 0.3 0.9
-0.2 -0.9 -2.7
-0.3 -0.5 0.0
-0.5 -0.1 0.0
-1.7 1.2 -0.5

Frontier orbital gap, hartree: 0.1220
Net charge: +1
Energy relative to the best compared isomer or geometry (same formula, charge and spin), kcal per mole: 22.42


Number 1: maximum force 2.883 eV Å⁻¹. Number 2: maximum force 6.092 eV Å⁻¹. Number 3: maximum force 6.477 eV Å⁻¹. Number 4: maximum force 0.967 eV Å⁻¹. Number 5: maximum force 3.604 eV Å⁻¹.